{"formula": "C22H42N2O10S", "method": "ωB97M-V/def2-TZVPD", "lumo_energy_ev": -0.72, "total_charge": 0, "total_energy_ev": -57784.5951, "orbital_gap_ev": 8.5, "symbols": ["C", "C", "O", "O", "C", "C", "C", "C", "C", "C", "C", "C", "C", "C", "S", "O", "O", "O", "C", "O", "O", "C", "O", "H", "H", "H", "H", "H", "H", "H", "H", "H", "H", "H", "H", "H", "H", "H", "H", "H", "H", "H", "H", "C", "O", "C", "C", "C", "N", "H", "H", "H", "H", "H", "H", "H", "H", "H", "H", "H", "C", "O", "C", "C", "C", "N", "H", "H", "H", "H", "H", "H", "H", "H", "H", "H", "H"], "coordinates": [[-2.0958, 1.2646, 4.7852], [-1.8953, 0.4371, 3.5443], [-2.0465, -0.7707, 3.5407], [-1.5435, 1.1592, 2.4747], [-1.6289, 0.4718, 1.2177], [-0.3586, -0.3241, 0.9102], [0.4725, 0.2480, -0.2469], [1.9094, 0.6524, 0.1104], [2.6989, -0.3165, 0.9286], [3.7668, 0.0056, 1.6689], [4.4022, 1.3341, 1.8400], [4.8769, 1.6377, 3.2597], [3.6660, 1.7840, 4.2179], [3.7175, 3.0919, 5.0113], [2.6770, 4.2755, 4.1919], [1.3786, 3.7248, 3.9786], [3.3778, 4.7437, 3.0309], [2.5646, 5.4809, 5.2286], [4.2416, -1.2409, 2.3353], [5.0295, -1.3803, 3.2493], [3.5691, -2.2975, 1.7723], [2.5000, -1.7874, 1.0359], [1.6409, -2.5141, 0.6062], [-1.5808, 0.7636, 5.5904], [-3.1591, 1.2644, 4.9817], [-1.7113, 2.2667, 4.6580], [-1.8451, 1.2015, 0.4510], [-2.4670, -0.2117, 1.2262], [0.2027, -0.4364, 1.8288], [-0.6649, -1.3243, 0.6373], [-0.0227, 1.1638, -0.5593], [0.4594, -0.3887, -1.1224], [2.4655, 0.8138, -0.8106], [1.8698, 1.6109, 0.6160], [3.7644, 2.1272, 1.4748], [5.2802, 1.3488, 1.1910], [5.5698, 0.8917, 3.6128], [5.3873, 2.5917, 3.1935], [2.7613, 1.7631, 3.6249], [3.6622, 0.9519, 4.9074], [4.7251, 3.4776, 5.0803], [3.3310, 2.9305, 6.0138], [3.2125, 5.3760, 5.9326], [-3.4249, 0.9321, -2.3582], [-3.8093, 0.0470, -1.3233], [-5.1804, 0.0773, -0.9778], [-6.0907, -0.7517, -1.8942], [-6.3688, -0.0984, -3.2445], [-5.5694, -2.1031, -2.1187], [-3.9986, 1.8627, -2.3258], [-3.5324, 0.4683, -3.3418], [-2.3693, 1.1663, -2.2144], [-5.2332, -0.3512, 0.0267], [-5.5306, 1.1154, -0.9018], [-7.0494, -0.8486, -1.3766], [-5.5234, -0.1936, -3.9254], [-7.2202, -0.5802, -3.7238], [-6.6013, 0.9624, -3.1314], [-5.4910, -2.5852, -1.2279], [-4.6092, -2.0141, -2.4395], [-0.6111, -1.1627, -4.7183], [0.0239, -1.5615, -3.5186], [0.2459, -2.9529, -3.3795], [1.4961, -3.4797, -4.0962], [1.3361, -3.6086, -5.6079], [2.6820, -2.6662, -3.8106], [-1.3382, -1.9072, -5.0547], [0.1148, -0.9737, -5.5127], [-1.1357, -0.2284, -4.5166], [0.3790, -3.1166, -2.3067], [-0.6507, -3.5110, -3.6797], [1.6814, -4.4827, -3.7018], [1.4025, -2.6432, -6.1090], [2.1289, -4.2348, -6.0154], [0.3789, -4.0653, -5.8671], [2.8584, -2.6744, -2.8097], [2.4489, -1.6988, -4.0171]]}